DFT (ωB97M-V/def2-TZVPD) results for a structure of composition C32H37I2N3O3PS2TeTi in a non-equilibrium geometry.

Computed properties:
E_tot: -4482.37440 hartree
energy above the lowest of the compared OMol25 structures with the same formula, charge and spin: 38.4 kJ/mol
gap between HOMO and LUMO (spin up / spin down): 0.2264 / 0.2343 hartree
spin multiplicity: 2
<S²>: 0.755

XYZ file:
```
82
C32H37I2N3O3PS2TeTi ωB97M-V/def2-TZVPD
Ti -0.63218 -1.23005 -0.10463
I 1.69152 -3.33852 -1.26969
C 0.46269 -3.28517 -2.99396
C 0.96138 -3.92110 -4.09598
C 0.16562 -4.07638 -5.24297
C -1.12822 -3.64519 -5.22644
C -1.66521 -3.00926 -4.08602
C -3.04235 -2.68607 -4.04248
C -3.58816 -2.10559 -2.93950
C -2.75824 -1.74752 -1.85964
C -1.41041 -2.03364 -1.83655
C -0.85091 -2.74898 -2.94383
H 1.96367 -4.32654 -4.08586
H 0.57411 -4.57658 -6.11123
H -1.77331 -3.80517 -6.08216
H -3.65835 -2.92717 -4.90088
H -4.64792 -1.88811 -2.89440
H -3.23061 -1.21827 -1.03883
S 1.40592 -0.62554 1.25035
C 2.08266 0.73676 0.44661
N 2.80782 1.65011 1.15514
C 3.12971 2.90731 0.50866
C 3.59740 2.60652 -0.90194
N 2.53858 1.91380 -1.60813
C 2.09622 2.44701 -2.89494
C 1.62860 3.87719 -2.75203
C 0.46410 4.14865 -2.03982
C 0.05265 5.45773 -1.84365
C 0.80268 6.50777 -2.35778
C 1.96209 6.24436 -3.07046
C 2.37397 4.93263 -3.26498
C 1.87434 0.92641 -0.93996
S 0.81977 -0.10866 -1.81302
C 3.02286 1.56558 2.58666
C 2.14955 2.53823 3.34798
C 0.79180 2.62400 3.05059
C -0.02353 3.50396 3.74443
C 0.51049 4.30377 4.74649
C 1.86239 4.22752 5.04351
C 2.67913 3.35168 4.34134
H 3.91110 3.40663 1.08196
H 2.25432 3.56577 0.47026
H 4.49347 1.97779 -0.85959
H 3.83483 3.53091 -1.42303
H 1.28399 1.81838 -3.24813
H 2.91227 2.38041 -3.62023
H -0.12522 3.32961 -1.63841
H -0.85552 5.65407 -1.28807
H 0.47850 7.52989 -2.20874
H 2.55072 7.05909 -3.47301
H 3.27683 4.72432 -3.82891
H 4.07803 1.76337 2.79701
H 2.80256 0.54746 2.89941
H 0.37113 2.00230 2.26591
H -1.07527 3.56812 3.49512
H -0.12797 4.98701 5.29204
H 2.28509 4.85685 5.81629
H 3.73892 3.29577 4.56520
N -1.53451 -0.82316 2.44246
H -1.92686 0.10653 2.54158
H -0.84281 -0.94395 3.17489
H -2.28673 -1.48686 2.59931
C 0.43891 -3.95522 3.39024
C -1.05386 -4.24183 3.37258
O -1.54677 -4.72037 2.11259
P -1.73208 -3.92082 0.73395
O -0.68433 -2.77628 0.77732
Te -1.88755 -5.55490 -0.90567
O -3.07154 -3.02030 0.98801
C -4.38976 -3.52438 0.70222
C -4.87961 -4.51714 1.73884
H 0.75950 -3.77174 4.41683
H 0.69262 -3.09173 2.78263
H 0.98257 -4.81691 3.00104
H -1.62853 -3.36825 3.69585
H -1.27427 -5.05798 4.05905
H -4.39382 -3.98030 -0.29066
H -5.02994 -2.64116 0.68452
H -4.28111 -5.42681 1.70696
H -5.91747 -4.77777 1.52876
H -4.81727 -4.08982 2.74136
I -1.84486 1.23595 -0.06971
```

Atomic partial charges in e from the Mulliken method, atoms 1 to 4: 0.64, 0.20, 0.12, -0.77